{
  "formula": "C46H67Cl2N11OPSTi",
  "method": "wB97M-V/def2-TZVPD",
  "symbols": ["Ti", "C", "N", "C", "C", "N", "C", "C", "N", "C", "C", "N", "C", "N", "C", "C", "N", "C", "C", "C", "C", "N", "C", "N", "C", "C", "N", "C", "C", "N", "C", "C", "H", "H", "H", "H", "H", "H", "H", "H", "H", "H", "H", "H", "H", "H", "H", "H", "H", "H", "H", "H", "H", "H", "H", "H", "H", "H", "H", "H", "H", "H", "H", "H", "H", "H", "H", "H", "H", "H", "H", "H", "H", "H", "H", "H", "H", "H", "H", "H", "Cl", "C", "C", "C", "C", "C", "Cl", "C", "S", "H", "H", "H", "O", "N", "C", "C", "C", "C", "C", "C", "C", "P", "C", "C", "C", "C", "C", "C", "C", "C", "C", "C", "C", "C", "H", "H", "H", "H", "H", "H", "H", "H", "H", "H", "H", "H", "H", "H", "H", "H"],
  "xyz": [[-0.901450, 0.163155, -0.085245], [-0.594043, 3.655864, 0.072848], [-1.414742, 3.613602, 1.264760], [-1.798354, 4.959764, 1.704313], [-1.901414, 2.523729, 1.867851], [-1.878397, 1.284105, 1.331705], [-2.557028, 0.240940, 2.139557], [-1.797604, -1.067227, 2.262851], [-1.516454, -1.701318, 0.944763], [-0.583198, -2.885912, 1.114855], [0.311461, -2.931994, 2.369584], [1.052268, -1.739384, 2.702712], [2.077530, -1.825649, 3.472944], [2.490277, -2.953031, 4.126212], [1.543235, -3.812515, 4.829655], [3.895836, -3.279252, 4.333445], [2.726856, -0.559415, 3.762233], [4.055815, -0.328220, 3.214660], [2.707571, -0.291105, 5.209227], [-2.803505, -2.225268, 0.354062], [-3.447176, -1.415574, -0.766654], [-2.921606, -0.052897, -0.847781], [-3.740252, 0.827567, -1.419134], [-4.743017, 0.437284, -2.230935], [-6.024395, 1.144383, -2.281010], [-4.597392, -0.584949, -3.265171], [-3.537921, 2.190866, -1.193981], [-4.267531, 2.789201, -0.076664], [-3.573782, 3.041489, -2.386877], [-2.413905, 2.732071, 3.131963], [-3.818578, 2.578752, 3.494548], [-1.608007, 3.435924, 4.128058], [-1.148753, 4.105710, -0.751333], [-0.276349, 2.674648, -0.221768], [0.295493, 4.259963, 0.264681], [-1.954460, 5.568159, 0.813893], [-1.014177, 5.426650, 2.300025], [-2.720844, 4.938227, 2.274238], [-3.555356, 0.065088, 1.724936], [-2.671027, 0.587208, 3.161875], [-2.385134, -1.746305, 2.887195], [-0.843690, -0.882987, 2.744962], [-0.003001, -2.977495, 0.200910], [-1.195687, -3.785156, 1.194495], [0.973765, -3.793626, 2.212836], [-0.344985, -3.192847, 3.204749], [0.593691, -3.300104, 4.967202], [1.941541, -4.021333, 5.823514], [1.374481, -4.765048, 4.322724], [4.497149, -2.957870, 3.488625], [3.979936, -4.364060, 4.390824], [4.301868, -2.862330, 5.259289], [4.843109, -0.877712, 3.735993], [4.289535, 0.732683, 3.310048], [4.066174, -0.597973, 2.173959], [1.689157, -0.383154, 5.588272], [3.049706, 0.729867, 5.376632], [3.355911, -0.964006, 5.776708], [-3.503718, -2.348714, 1.181459], [-2.610246, -3.217818, -0.042198], [-4.526577, -1.377669, -0.600660], [-3.300038, -1.948815, -1.702619], [-6.237763, 1.634116, -1.337951], [-6.801678, 0.399299, -2.446079], [-6.073755, 1.864772, -3.097684], [-3.549205, -0.804335, -3.433452], [-5.007617, -0.177052, -4.189685], [-5.139930, -1.501043, -3.025369], [-4.360045, 2.070632, 0.732007], [-5.269461, 3.114452, -0.368427], [-3.733985, 3.668812, 0.277961], [-3.157656, 4.012346, -2.116879], [-4.579496, 3.211534, -2.775204], [-2.949527, 2.616601, -3.168428], [-4.355466, 1.960638, 2.783632], [-4.314351, 3.552963, 3.541998], [-3.897042, 2.113007, 4.478526], [-0.589893, 3.561495, 3.767917], [-1.573742, 2.832368, 5.036520], [-2.025654, 4.411607, 4.385486], [-0.718194, -1.843829, -1.936484], [-1.063644, -1.073120, -3.459342], [-1.400804, -1.854664, -4.543393], [-1.624195, -1.220004, -5.758161], [-1.479684, 0.153185, -5.866944], [-1.122911, 0.908967, -4.759461], [-0.855120, 2.600731, -4.953095], [-0.932660, 0.309095, -3.511108], [-0.464159, 1.277973, -2.122784], [-1.475070, -2.929474, -4.449844], [-1.893289, -1.804263, -6.627239], [-1.621368, 0.647635, -6.818202], [0.503966, 0.890586, 2.203829], [0.934282, 0.975262, 0.860379], [1.966985, 1.738341, 0.778568], [2.952380, 1.861809, -0.286775], [3.769437, 2.996664, -0.208208], [4.865860, 3.138763, -1.036710], [5.182003, 2.118617, -1.922346], [4.391483, 0.978566, -1.993513], [3.261606, 0.828827, -1.196968], [2.209812, -0.669734, -1.345691], [2.186648, -0.854849, -3.179445], [2.064567, 0.267875, -4.001931], [2.030669, 0.133373, -5.380668], [2.109629, -1.125374, -5.962411], [2.216879, -2.247179, -5.155100], [2.252092, -2.114077, -3.773108], [3.297971, -2.058457, -0.832191], [2.700386, -3.315170, -0.711582], [3.435491, -4.428880, -0.335941], [4.790051, -4.301290, -0.060394], [5.394387, -3.057523, -0.162099], [4.655379, -1.944202, -0.541139], [1.258271, 0.418079, 2.652283], [2.190073, 2.296539, 1.687745], [3.536457, 3.770671, 0.514017], [5.484483, 4.023331, -0.975407], [6.049526, 2.207217, -2.562883], [4.652810, 0.200945, -2.699976], [2.005085, 1.260462, -3.571272], [1.956049, 1.016455, -6.002738], [2.101788, -1.229912, -7.039252], [2.292669, -3.231676, -5.597706], [2.360111, -3.003669, -3.167093], [1.652122, -3.439766, -0.957976], [2.954659, -5.396120, -0.266207], [5.374281, -5.168951, 0.215645], [6.451273, -2.949407, 0.045452], [5.157221, -0.988725, -0.610808]],
  "atomic_forces_ev_per_a": [[-0.13, 0.52, -1.09], [-0.03, 0.06, -0.03], [0.06, -0.03, 0.07], [-0.01, 0.04, 0.00], [0.04, -0.05, 0.12], [0.04, 0.05, 0.02], [0.02, -0.08, -0.03], [-0.03, 0.18, 0.09], [-0.16, 0.11, -0.18], [0.42, 0.26, 0.31], [-0.12, -0.16, -0.11], [0.20, -0.09, -0.17], [-0.07, 0.14, 0.03], [-0.06, -0.11, -0.05], [0.04, 0.00, 0.09], [-0.01, 0.02, 0.08], [-0.42, -0.16, 0.02], [0.16, 0.12, 0.17], [-0.10, 0.02, -0.06], [-0.05, -0.14, 0.08], [-0.03, 0.00, 0.01], [-0.11, -0.05, 0.11], [0.20, -0.05, -0.10], [0.15, 0.12, -0.08], [-0.03, 0.02, -0.06], [-0.05, -0.06, 0.00], [-0.30, 0.03, -0.06], [0.08, -0.03, 0.07], [0.00, -0.03, 0.04], [0.03, 0.00, -0.02], [-0.01, 0.01, 0.01], [-0.01, 0.01, 0.01], [-0.01, -0.02, -0.01], [0.05, -0.01, 0.04], [0.00, 0.00, 0.00], [0.00, -0.01, 0.00], [0.01, -0.01, 0.00], [0.00, -0.01, 0.00], [-0.02, 0.04, 0.00], [0.02, -0.02, -0.02], [-0.01, -0.05, -0.06], [-0.03, 0.02, 0.01], [0.14, 0.07, 0.04], [-0.04, 0.05, -0.05], [-0.05, 0.00, 0.02], [0.02, -0.09, -0.09], [0.06, -0.02, 0.05], [0.01, 0.00, 0.00], [-0.01, 0.00, 0.02], [0.02, 0.02, -0.03], [0.00, 0.01, 0.01], [0.00, 0.00, -0.02], [0.02, 0.02, 0.00], [-0.01, 0.03, -0.04], [0.08, -0.15, -0.58], [0.02, 0.01, 0.00], [-0.02, -0.01, -0.01], [0.02, 0.01, 0.00], [0.02, -0.02, 0.01], [0.04, -0.02, 0.04], [0.00, 0.02, 0.02], [-0.01, -0.04, 0.03], [0.01, 0.02, -0.02], [0.00, -0.01, 0.02], [0.01, -0.03, -0.03], [0.01, 0.01, -0.01], [-0.01, 0.00, 0.01], [0.00, 0.01, 0.01], [-0.02, -0.03, 0.02], [0.01, 0.01, 0.00], [0.01, 0.02, 0.03], [0.03, -0.01, -0.01], [-0.01, 0.06, 0.02], [-0.01, -0.02, -0.01], [-0.02, 0.00, -0.02], [0.01, 0.00, 0.00], [0.01, 0.00, 0.00], [0.00, -0.01, 0.00], [-0.02, 0.00, 0.00], [0.01, 0.01, -0.01], [-0.02, -0.33, -0.11], [0.03, 0.08, 0.01], [0.03, 0.00, -0.03], [-0.01, 0.01, 0.02], [-0.03, 0.00, -0.01], [-0.09, -0.03, 0.03], [0.00, 0.02, -0.01], [-0.11, 0.02, 0.01], [-0.07, -0.28, 0.66], [0.01, 0.00, 0.01], [0.01, 0.00, -0.01], [-0.01, 0.01, 0.01], [0.50, 0.34, 0.18], [-0.40, 0.24, 0.36], [0.31, -0.25, -0.25], [-0.03, -0.13, 0.00], [-0.06, -0.01, -0.02], [0.01, 0.00, -0.02], [0.02, 0.05, 0.00], [-0.08, 0.01, -0.04], [-0.18, 0.12, 0.08], [0.25, -0.24, -0.07], [0.05, 0.04, 0.09], [0.07, -0.02, 0.00], [0.04, -0.04, -0.01], [-0.01, 0.02, 0.01], [-0.01, -0.01, 0.04], [0.02, -0.02, 0.00], [-0.03, 0.11, 0.15], [-0.06, -0.02, -0.02], [-0.01, 0.01, 0.02], [0.01, 0.00, -0.02], [0.02, 0.01, 0.04], [-0.01, 0.10, 0.03], [-0.31, -0.24, 0.18], [0.05, -0.06, 0.03], [0.04, -0.02, 0.03], [-0.01, 0.01, -0.01], [0.01, 0.00, 0.00], [-0.02, -0.01, 0.00], [0.07, 0.00, 0.00], [0.00, 0.01, 0.00], [0.00, 0.01, -0.01], [0.00, 0.00, -0.01], [0.03, 0.01, -0.01], [-0.03, 0.00, 0.03], [0.01, 0.00, -0.02], [-0.01, 0.00, 0.02], [-0.01, 0.00, -0.01], [-0.01, 0.01, 0.01]],
  "spin_multiplicity": 1,
  "fmax_ev_per_a": 1.22,
  "orbital_gap_ev": 5.65,
  "e_tot_ha": -4979.08509,
  "e_homo_ev": -14.66,
  "charge": 3
}